1.
DFT (ωB97M-V/def2-TZVPD) results for a molecular structure, C46H59BiN3P3S4.

Calculated values
Highest occupied orbital energy = -7.233 eV
Net charge = 0

XYZ file:
```
116
C46H59BiN3P3S4 | OMol25 | ωB97M-V/def2-TZVPD
Bi 0.620 0.323 1.395
C -1.226 -0.698 3.267
C -0.055 -0.127 3.855
C -0.193 1.292 3.774
C -1.437 1.570 3.149
C -2.071 0.343 2.852
C -3.453 0.119 2.318
C -2.006 2.947 2.997
C 0.650 2.312 4.473
C 0.973 -0.876 4.653
C -1.571 -2.145 3.153
H -4.068 -0.416 3.048
H -3.448 -0.481 1.405
H -3.966 1.058 2.111
H -2.249 3.375 3.974
H -2.919 2.954 2.402
H -1.297 3.632 2.527
H 0.284 2.475 5.492
H 0.625 3.274 3.960
H 1.694 2.008 4.541
H 0.573 -1.162 5.630
H 1.861 -0.270 4.831
H 1.300 -1.791 4.153
H -2.494 -2.373 3.696
H -0.786 -2.781 3.556
H -1.732 -2.423 2.107
S 1.992 0.198 -1.004
S 4.008 0.275 -0.600
S 4.072 1.637 0.918
S 2.981 0.708 2.400
C -1.123 -0.226 -2.170
P -1.189 -1.697 -1.067
C 0.296 -2.615 -1.743
N 0.356 -2.745 -3.040
C 1.477 -3.275 -3.596
C 1.563 -3.424 -4.999
C 2.702 -3.926 -5.557
C 3.801 -4.295 -4.743
C 3.737 -4.162 -3.387
C 2.562 -3.651 -2.789
N 2.488 -3.538 -1.437
C 1.398 -3.052 -0.909
P 1.433 -2.895 0.944
C 3.224 -2.724 1.242
C 1.143 -4.680 1.490
C 1.998 -5.698 0.731
C 1.496 -4.753 2.978
C -0.318 -5.053 1.280
C -2.677 -2.566 -1.830
C -2.800 -2.416 -3.346
C -3.899 -1.919 -1.166
C -2.660 -4.047 -1.467
H -0.808 -0.501 -3.177
H -0.439 0.524 -1.776
H -2.112 0.232 -2.193
H 0.712 -3.124 -5.598
H 2.776 -4.039 -6.631
H 4.697 -4.685 -5.208
H 4.561 -4.435 -2.741
H 3.793 -3.593 0.919
H 3.383 -2.536 2.304
H 3.584 -1.852 0.699
H 3.063 -5.479 0.780
H 1.717 -5.763 -0.319
H 1.838 -6.683 1.182
H 2.564 -4.608 3.147
H 1.230 -5.741 3.362
H 0.955 -4.011 3.568
H -0.578 -4.997 0.226
H -0.996 -4.410 1.840
H -0.482 -6.085 1.604
H -2.952 -1.376 -3.638
H -3.673 -2.982 -3.686
H -1.919 -2.790 -3.864
H -3.940 -0.843 -1.355
H -3.897 -2.078 -0.086
H -4.813 -2.361 -1.574
H -1.787 -4.556 -1.881
H -3.550 -4.532 -1.878
H -2.672 -4.192 -0.387
N -2.754 1.957 -0.248
C -2.702 3.162 -0.925
C -3.855 3.614 -1.586
C -3.836 4.767 -2.339
C -2.664 5.510 -2.465
C -1.528 5.068 -1.819
C -1.521 3.909 -1.033
P 0.031 3.334 -0.268
C 1.173 3.486 -1.688
C 0.755 3.019 -2.933
C 1.640 2.959 -3.998
C 2.957 3.363 -3.834
C 3.379 3.836 -2.601
C 2.495 3.895 -1.534
C 0.524 4.677 0.870
C -0.184 5.863 1.054
C 0.237 6.795 1.993
C 1.373 6.560 2.754
C 2.078 5.376 2.589
C 1.645 4.435 1.667
H -3.677 1.623 -0.030
H -2.096 1.807 0.503
H -4.767 3.033 -1.502
H -4.741 5.090 -2.839
H -2.640 6.410 -3.065
H -0.603 5.622 -1.932
H -0.270 2.696 -3.076
H 1.299 2.587 -4.956
H 3.650 3.310 -4.664
H 4.404 4.154 -2.462
H 2.850 4.256 -0.579
H -1.078 6.059 0.476
H -0.327 7.708 2.128
H 1.700 7.291 3.483
H 2.953 5.170 3.193
H 2.180 3.496 1.576
```

2.
DFT (ωB97M-V/def2-TZVPD) results for 10 unconnected molecules or ions with the total composition C39H61F3N2O10S3 at a distorted geometry.

Calculated values
Highest occupied orbital energy = -7.586 eV
Net charge = 0
SMILES = FC(F)(F)OCc1ccc2c(c1)Sc1c(CCCSC(=S)N(c3ccccc3)c3ccccc3)cccc1N2.CO.CO.CO.CO.CO.CO.CO.CO.CO

XYZ file:
```
118
C39H61F3N2O10S3 | OMol25 | ωB97M-V/def2-TZVPD
F -1.454 -2.768 6.536
C -0.856 -3.789 7.429
F -1.228 -3.486 8.839
F 0.638 -3.572 7.354
O -1.083 -5.184 7.022
C -2.501 -5.569 7.100
C -3.185 -5.323 5.623
C -2.943 -6.251 4.284
C -3.682 -5.917 2.821
C -4.674 -4.585 2.631
C -4.855 -3.668 4.016
C -4.162 -4.015 5.460
S -5.950 -2.119 3.785
C -5.472 -1.558 2.021
C -5.310 0.054 1.631
C -5.537 1.119 2.857
C -4.771 2.557 2.681
C -3.216 2.463 2.172
S -2.216 1.068 2.922
C -0.386 1.585 2.882
S 0.220 2.414 4.280
N 0.565 1.294 1.743
C -0.144 1.350 0.408
C -0.529 0.080 -0.554
C -1.305 0.302 -2.012
C -1.778 1.808 -2.560
C -1.421 3.099 -1.567
C -0.613 2.864 -0.127
C 1.355 0.020 1.941
C 1.195 -0.999 3.256
C 2.119 -2.371 3.441
C 3.228 -2.844 2.325
C 3.408 -1.840 1.001
C 2.522 -0.463 0.844
C -4.942 0.417 0.074
C -4.698 -0.743 -1.063
C -4.850 -2.333 -0.611
C -5.238 -2.795 0.944
N -5.349 -4.258 1.316
H -2.602 -6.705 7.447
H -3.122 -4.925 7.884
H -2.212 -7.176 4.413
H -3.487 -6.612 1.896
H -4.352 -3.332 6.406
H -5.275 0.693 3.930
H -6.704 1.355 2.896
H -5.398 3.228 1.954
H -4.773 3.067 3.759
H -2.679 3.476 2.502
H -3.191 2.478 0.978
H -0.210 -0.996 -0.215
H -1.561 -0.615 -2.727
H -2.360 1.949 -3.589
H -1.709 4.218 -1.838
H -0.338 3.794 0.546
H 0.442 -0.772 4.122
H 1.964 -3.015 4.411
H 3.836 -3.832 2.488
H 4.221 -2.209 0.216
H 2.719 0.188 -0.128
H -4.840 1.571 -0.215
H -4.419 -0.419 -2.164
H -4.645 -3.127 -1.463
H -4.998 -4.867 0.525
C 7.502 -2.729 0.962
O 7.062 -1.743 0.046
H 6.937 -3.648 0.792
H 8.566 -2.923 0.807
H 7.329 -2.381 1.984
H 7.581 -0.939 0.221
C 2.077 1.800 -3.391
O 1.386 2.084 -2.189
H 3.036 2.325 -3.383
H 2.253 0.725 -3.466
H 1.484 2.143 -4.243
H 0.540 1.606 -2.225
C -2.636 6.926 -3.695
O -2.843 5.532 -3.558
H -2.462 7.358 -2.707
H -1.763 7.105 -4.327
H -3.523 7.385 -4.140
H -2.995 5.177 -4.450
C -2.977 10.835 -4.449
O -2.650 9.591 -5.040
H -2.344 10.989 -3.572
H -2.799 11.639 -5.169
H -4.026 10.831 -4.144
H -3.227 9.482 -5.815
C -0.564 -4.124 0.701
O 0.457 -3.288 0.189
H -0.927 -4.772 -0.100
H -0.161 -4.739 1.510
H -1.388 -3.509 1.072
H 0.760 -2.725 0.922
C 9.008 -2.153 -2.390
O 10.212 -2.653 -1.839
H 8.703 -1.265 -1.832
H 9.169 -1.885 -3.437
H 8.228 -2.914 -2.314
H 10.458 -3.440 -2.354
C 1.264 4.987 -6.371
O 1.057 3.593 -6.234
H 1.438 5.419 -5.383
H 2.137 5.166 -7.004
H 0.377 5.446 -6.816
H 0.905 3.237 -7.126
C 8.235 -3.982 4.676
O 7.849 -4.270 3.345
H 8.649 -2.972 4.716
H 7.362 -4.041 5.331
H 8.995 -4.698 5.000
H 7.486 -5.172 3.342
C 0.877 2.040 -10.181
O 0.186 2.324 -8.979
H 1.836 2.564 -10.173
H 1.053 0.964 -10.256
H 0.284 2.383 -11.033
H -0.660 1.845 -9.015
```

3.
DFT (ωB97M-V/def2-TZVPD) results for a molecular structure, C38H40ClF3N4O2PSe2V at a distorted geometry.

Calculated values
Highest occupied orbital energy (spin up / spin down) = -3.407 / -4.160 eV
2S+1 = 4
Net charge = -1

XYZ file:
```
92
C38H40ClF3N4O2PSe2V | OMol25 | ωB97M-V/def2-TZVPD
V 0.366 0.489 -0.199
O 4.044 5.073 -2.081
C 4.270 4.059 -1.097
C 3.190 2.972 -1.172
C 3.015 2.532 -2.636
O 4.248 2.341 -3.328
C 3.727 1.801 -0.322
Se 2.505 0.888 0.939
C 1.877 3.589 -0.667
Se 0.197 2.684 -1.165
H 4.599 5.826 -1.873
H 4.249 4.482 -0.086
H 5.256 3.604 -1.257
H 2.388 3.262 -3.157
H 2.499 1.575 -2.654
H 4.644 3.213 -3.437
H 4.538 2.156 0.317
H 4.146 1.041 -0.981
H 1.784 4.595 -1.078
H 1.881 3.647 0.421
Cl -1.755 -0.257 -1.179
C -1.768 -1.995 -1.095
C -2.968 -2.683 -1.135
C -2.952 -4.069 -1.108
C -1.746 -4.754 -1.068
C -0.552 -4.054 -1.022
C -0.545 -2.662 -1.021
P 0.968 -1.639 -0.852
C 2.105 -2.830 -0.050
C 3.054 -3.619 -0.691
C 3.835 -4.497 0.048
C 3.670 -4.605 1.421
C 2.724 -3.819 2.065
C 1.952 -2.933 1.333
C 1.549 -1.544 -2.584
C 0.662 -1.631 -3.657
C 1.083 -1.325 -4.941
C 2.391 -0.926 -5.172
C 3.276 -0.815 -4.110
C 2.855 -1.108 -2.823
H -3.904 -2.141 -1.180
H -3.890 -4.610 -1.110
H -1.741 -5.837 -1.065
H 0.395 -4.578 -0.981
H 3.185 -3.559 -1.765
H 4.575 -5.109 -0.454
H 4.275 -5.302 1.988
H 2.587 -3.889 3.137
H 1.225 -2.296 1.817
H -0.361 -1.945 -3.490
H 0.382 -1.386 -5.765
H 2.719 -0.686 -6.176
H 4.286 -0.465 -4.279
H 3.534 -0.996 -1.985
C -3.740 2.269 0.638
N -5.068 2.894 0.767
C -5.821 2.611 -0.456
N -5.152 3.108 -1.661
C -3.823 2.478 -1.725
N -3.026 2.757 -0.536
C -2.875 4.205 -0.415
N -4.177 4.884 -0.314
C -4.878 4.344 0.853
C -4.956 4.552 -1.506
H -3.866 1.186 0.564
H -3.153 2.489 1.531
H -6.805 3.082 -0.381
H -5.947 1.529 -0.547
H -3.288 2.853 -2.601
H -3.959 1.400 -1.828
H -2.339 4.574 -1.290
H -2.283 4.422 0.475
H -5.860 4.821 0.933
H -4.299 4.575 1.749
H -4.435 4.935 -2.387
H -5.937 5.033 -1.439
F 0.992 -3.726 8.073
C 0.025 -4.049 7.189
F -1.109 -4.235 7.907
F 0.353 -5.280 6.711
C -0.136 -3.049 6.101
C -1.247 -3.138 5.265
C -1.357 -2.307 4.170
C -0.347 -1.377 3.867
C 0.746 -1.272 4.746
C 0.850 -2.100 5.846
C -0.356 -0.658 2.649
C -0.259 -0.230 1.500
H -2.016 -3.871 5.477
H -2.208 -2.387 3.507
H 1.525 -0.556 4.521
H 1.703 -2.027 6.508
```

4.
DFT (ωB97M-V/def2-TZVPD) results for C2H2N2O in the gas phase at a distorted geometry.

Calculated values
Highest occupied orbital energy (spin up / spin down) = -10.770 / -10.770 eV
Net charge = 0
Energy relative to the best compared isomer or geometry (same formula, charge and spin) = 4.466 eV

XYZ file:
```
7
C2H2N2O | OMol25 | ωB97M-V/def2-TZVPD
O 1.431 1.232 -0.041
C 1.151 0.059 0.007
N 0.211 -0.808 0.036
C -1.410 0.022 -0.013
N -1.216 1.183 -0.060
H 1.899 -0.825 0.052
H -2.053 -0.841 0.016
```

5.
DFT (ωB97M-V/def2-TZVPD) results for a molecular structure, C22H45BrGdINO5P at a distorted geometry.

Calculated values
Highest occupied orbital energy (spin up / spin down) = -13.074 / -13.074 eV
2S+1 = 8
Net charge = +2

XYZ file:
```
77
C22H45BrGdINO5P | OMol25 | ωB97M-V/def2-TZVPD
C 4.786 -0.294 3.733
C 4.390 -1.207 2.503
C 3.765 -0.255 1.427
C 3.445 -0.943 0.043
C 3.266 -2.492 0.105
P 1.950 -0.025 -0.924
C 3.055 -0.280 -2.457
C 2.654 1.756 -0.511
C 2.101 2.864 -1.484
O 1.233 3.755 -1.044
I 2.689 3.115 -3.534
O 1.020 -1.464 -1.075
C -0.252 -1.268 -1.694
Br 0.197 -1.839 -3.584
C -1.337 -2.317 -1.308
C -1.877 -2.239 0.153
C -0.835 -2.592 1.271
C -1.226 -1.905 2.649
C -2.011 -2.883 3.582
N -2.810 -2.172 4.621
C -0.585 0.270 -1.648
C -1.128 0.912 -0.291
C -2.661 1.251 -0.306
C -3.341 1.260 1.102
O -4.687 1.727 0.960
C -5.550 0.667 0.566
C -1.338 0.949 -2.831
O -1.110 2.371 -2.679
C -2.083 3.119 -3.423
C -1.329 4.374 -4.039
O 0.727 0.907 -1.746
H 3.850 -0.011 4.261
H 5.545 -0.764 4.385
H 5.237 0.657 3.354
H 3.681 -2.011 2.798
H 5.298 -1.728 2.119
H 4.535 0.531 1.219
H 2.908 0.275 1.899
H 4.334 -0.763 -0.605
H 4.159 -2.984 0.565
H 2.401 -2.813 0.727
H 3.200 -2.919 -0.921
H 1.372 0.066 0.393
H 3.900 0.448 -2.488
H 3.407 -1.326 -2.574
H 2.433 -0.061 -3.361
H 3.768 1.783 -0.606
H 2.352 2.052 0.547
H -0.880 -3.321 -1.472
H -2.185 -2.246 -2.029
H -2.686 -3.008 0.227
H -2.361 -1.278 0.429
H 0.206 -2.270 1.060
H -0.815 -3.683 1.473
H -1.859 -1.002 2.492
H -0.314 -1.571 3.205
H -1.343 -3.579 4.141
H -2.729 -3.498 2.983
H -2.429 -2.358 5.543
H -2.756 -1.167 4.472
H -0.559 1.871 -0.094
H -0.940 0.218 0.565
H -2.797 2.228 -0.833
H -3.204 0.494 -0.921
H -2.837 2.023 1.746
H -3.395 0.259 1.579
H -5.211 0.113 -0.340
H -5.766 -0.058 1.390
H -6.535 1.117 0.302
H -2.424 0.703 -2.883
H -0.921 0.687 -3.832
H -2.555 2.512 -4.228
H -2.901 3.539 -2.791
H -1.425 4.407 -5.146
H -1.737 5.312 -3.598
H -0.262 4.314 -3.739
Gd 0.168 3.737 0.472
```

6.
DFT (ωB97M-V/def2-TZVPD) results for 2 unconnected molecules or ions with the total composition C35H45N3P at a distorted geometry.

Calculated values
Highest occupied orbital energy = -9.001 eV
Net charge = +1

XYZ file:
```
84
C35H45N3P | OMol25 | ωB97M-V/def2-TZVPD
C -3.134 0.096 1.550
C -1.892 0.905 1.626
C -0.538 0.542 1.563
C 0.460 1.587 1.472
C 0.059 3.028 1.407
C 1.817 1.278 1.417
C 2.260 -0.048 1.428
C 3.722 -0.364 1.430
C 1.311 -1.078 1.439
C -0.056 -0.812 1.470
C -0.972 -1.988 1.418
H -3.984 0.791 1.430
H -3.170 -0.514 0.636
H -3.396 -0.549 2.402
H -2.098 1.969 1.564
H 0.939 3.684 1.453
H -0.474 3.276 0.477
H -0.587 3.285 2.253
H 2.538 2.102 1.402
H 3.884 -1.446 1.432
H 4.217 0.061 0.548
H 4.210 0.061 2.316
H 1.656 -2.112 1.440
H -0.390 -2.918 1.371
H -1.589 -2.031 2.323
H -1.626 -1.976 0.536
C -8.407 -3.490 6.818
N -6.995 -3.816 6.787
C -6.647 -5.091 7.375
C -6.033 -2.891 6.397
C -4.901 -3.284 5.633
C -3.979 -2.334 5.203
C -4.032 -1.009 5.696
P -2.606 0.106 5.338
C -3.134 1.582 6.301
C -2.798 1.762 7.659
C -3.440 2.726 8.427
C -4.261 3.701 7.796
N -4.881 4.697 8.540
C -4.818 6.086 8.139
C -5.363 4.472 9.888
C -4.445 3.630 6.390
C -3.934 2.558 5.659
C -1.380 -0.595 6.521
C -0.049 -0.119 6.467
C 0.880 -0.532 7.432
C 0.482 -1.346 8.527
N 1.373 -1.654 9.548
C 0.953 -1.800 10.929
C 2.707 -2.141 9.272
C -0.856 -1.826 8.560
C -1.726 -1.536 7.513
C -5.147 -0.616 6.469
C -6.153 -1.526 6.772
H -8.607 -2.541 6.312
H -9.001 -4.262 6.316
H -8.774 -3.416 7.848
H -5.564 -5.233 7.443
H -7.052 -5.177 8.388
H -7.060 -5.926 6.799
H -4.803 -4.332 5.339
H -3.189 -2.604 4.490
H -2.017 1.139 8.103
H -3.277 2.781 9.508
H -4.380 6.198 7.142
H -5.812 6.544 8.125
H -4.209 6.670 8.836
H -5.486 3.405 10.099
H -4.678 4.897 10.630
H -6.337 4.951 10.030
H -5.055 4.393 5.898
H -4.125 2.478 4.586
H 0.253 0.552 5.661
H 1.906 -0.173 7.387
H -0.023 -1.341 11.109
H 0.898 -2.856 11.215
H 1.671 -1.319 11.601
H 2.942 -2.099 8.205
H 3.465 -1.561 9.808
H 2.820 -3.180 9.595
H -1.174 -2.468 9.387
H -2.687 -2.049 7.455
H -5.233 0.419 6.804
H -7.020 -1.211 7.362
```

For each record above, in turn, the calculated calculated total energy values are -4784.02527; -3877.23167; -8689.57883; -261.99981; -5273.99496; -1865.99160 Eh.